{
  "formula": "C12H38N10O6",
  "method": "ωB97M-V/def2-TZVPD",
  "elements": ["C", "O", "N", "N", "H", "H", "H", "H", "C", "O", "N", "N", "H", "H", "H", "H", "C", "O", "N", "N", "H", "H", "H", "H", "C", "O", "N", "N", "H", "H", "H", "H", "C", "C", "C", "O", "C", "N", "H", "H", "H", "H", "H", "H", "H", "H", "H", "H", "H", "C", "C", "C", "O", "C", "N", "H", "H", "H", "H", "H", "H", "H", "H", "H", "H", "H"],
  "coordinates": [[14.83410, -2.48811, 1.20786], [14.27053, -3.09272, 2.04060], [16.15482, -2.59237, 1.16012], [14.28984, -2.14403, 0.03226], [16.64953, -3.10421, 1.87663], [16.60132, -2.30930, 0.29953], [14.97024, -1.92980, -0.68276], [13.31536, -2.38824, -0.07189], [18.16475, -1.93067, -2.13477], [18.23809, -0.71687, -1.88709], [17.97265, -2.43845, -3.30733], [18.37094, -2.86609, -1.25303], [17.51241, -3.33741, -3.29543], [17.98667, -1.86003, -4.13518], [18.40878, -2.77930, -0.24748], [18.57280, -3.81201, -1.54386], [15.04636, -2.71067, 5.14617], [15.32264, -2.61069, 6.32968], [14.37529, -3.77142, 4.72427], [15.38508, -1.90998, 4.17100], [13.81805, -4.18488, 5.45819], [14.06629, -3.84084, 3.76521], [14.91414, -2.22923, 3.33650], [15.74064, -0.97597, 4.31697], [11.99552, -6.64243, 3.18943], [13.07282, -6.91231, 3.59680], [11.67071, -5.78158, 2.26439], [10.95184, -7.26447, 3.54014], [10.78800, -5.77149, 1.77366], [12.33759, -5.24398, 1.72926], [10.95944, -8.20176, 3.91632], [10.21520, -6.99516, 2.90381], [19.80380, -5.05962, 2.09762], [19.33929, -5.03505, 3.53486], [20.25528, -4.17697, 4.40625], [21.22534, -5.06573, 4.85808], [22.49012, -4.42840, 5.31294], [17.97379, -4.56396, 3.48195], [19.57964, -4.10584, 1.61997], [19.26825, -5.81523, 1.52286], [20.87107, -5.26622, 2.01783], [19.34427, -5.95087, 4.12592], [19.81154, -3.86111, 5.35040], [20.61643, -3.30819, 3.85589], [22.79015, -3.86812, 4.42741], [23.30092, -5.07361, 5.65119], [22.28698, -3.76324, 6.15222], [17.69702, -4.45310, 4.44694], [17.50252, -5.34106, 3.04136], [11.82563, -1.78865, -4.52648], [12.18634, -1.69938, -2.97904], [11.63541, -2.84340, -2.20701], [11.87088, -2.61721, -0.81523], [11.59440, -3.68011, 0.05702], [13.63345, -1.54715, -2.92932], [12.30745, -2.65633, -4.97712], [12.17476, -0.93378, -5.10562], [10.76936, -2.02141, -4.66139], [11.60384, -0.86511, -2.58816], [12.01536, -3.76551, -2.64683], [10.55436, -2.90133, -2.33382], [12.05328, -4.60708, -0.28687], [10.51864, -3.85304, 0.02654], [11.80093, -3.49015, 1.11028], [13.78069, -1.20257, -1.99140], [14.03739, -0.95028, -3.63690]],
  "lowdin_spin": [0.001, 0.005, 0.003, 0.000, 0.000, 0.000, 0.000, 0.000, 0.000, 0.000, 0.000, 0.000, 0.000, 0.000, 0.000, 0.000, 0.063, 0.578, 0.350, -0.018, 0.005, 0.010, 0.000, -0.001, 0.000, 0.000, 0.000, 0.000, 0.000, 0.000, 0.000, 0.000, 0.000, 0.001, 0.000, 0.000, 0.000, 0.003, 0.000, 0.000, 0.000, 0.000, 0.000, 0.000, 0.000, 0.000, 0.000, 0.000, 0.000, 0.000, 0.000, 0.000, 0.000, 0.000, 0.000, 0.000, 0.000, 0.000, 0.000, 0.000, 0.000, 0.000, 0.000, 0.000, 0.000, 0.000],
  "gap_ev": [9.5, 3.4],
  "homo_ev": [-11.786, -11.786],
  "charge": 1,
  "multiplicity": 2
}

=====

{
  "formula": "C12H40HgN4O12",
  "method": "ωB97M-V/def2-TZVPD",
  "elements": ["Hg", "C", "C", "O", "H", "H", "H", "H", "H", "C", "C", "O", "H", "H", "H", "H", "H", "C", "C", "O", "O", "H", "H", "H", "H", "H", "H", "C", "C", "O", "O", "H", "H", "H", "H", "H", "H", "C", "C", "O", "O", "H", "H", "H", "H", "H", "H", "C", "O", "N", "N", "H", "H", "H", "H", "C", "O", "N", "N", "H", "H", "H", "H", "O", "H", "H", "O", "H", "H"],
  "coordinates": [[-0.30376, -3.53011, 2.04921], [-2.43591, -4.77444, -1.69358], [-2.00554, -3.93922, -0.50482], [-1.31276, -4.68783, 0.44589], [-1.50122, -5.04175, -2.20350], [-3.06130, -4.23827, -2.40171], [-2.84992, -5.73113, -1.37612], [-2.92718, -3.58198, -0.01298], [-1.56740, -3.01412, -0.91202], [0.14538, -0.36860, -0.77192], [1.01557, -1.03449, 0.29124], [0.32633, -1.49787, 1.43557], [-0.21497, 0.57611, -0.35744], [-0.67651, -1.06133, -0.95650], [0.70802, -0.17443, -1.68358], [1.85355, -0.43544, 0.67019], [1.42653, -1.93711, -0.18062], [-3.16021, 0.19675, -3.11691], [-3.30235, 0.97040, -4.42380], [-3.57419, 2.33010, -4.14109], [-4.37320, 0.11887, -2.41269], [-2.32037, 0.63934, -2.55777], [-2.71851, -0.80174, -3.26525], [-4.01752, 0.51962, -5.10577], [-2.31230, 0.88458, -4.89366], [-2.77971, 2.76931, -3.82938], [-4.27327, 0.62029, -1.58912], [-3.01150, 0.04989, 1.38028], [-3.23590, 1.45154, 0.85183], [-4.38692, 1.49141, 0.01364], [-4.00562, -0.42480, 2.28992], [-2.01309, -0.03722, 1.81401], [-2.97189, -0.69620, 0.57649], [-2.39617, 1.71612, 0.20492], [-3.24984, 2.21543, 1.63532], [-5.16971, 1.21786, 0.50046], [-4.83930, -0.01690, 2.04252], [2.62404, 2.81676, -2.08814], [2.57751, 4.29848, -1.81551], [1.42877, 4.71123, -1.06310], [1.84672, 2.45723, -3.21840], [2.13563, 2.34766, -1.23017], [3.65298, 2.46397, -2.18831], [2.58459, 4.90628, -2.72679], [3.46166, 4.57610, -1.22812], [1.34265, 5.65871, -1.19096], [2.12321, 2.95887, -3.99014], [3.92271, -2.20887, 3.40282], [4.49611, -2.75929, 4.32115], [2.89964, -1.30478, 3.53297], [4.36298, -2.28836, 2.09220], [2.47710, -0.98021, 2.68327], [2.50981, -1.07261, 4.42584], [5.08217, -2.93628, 1.84015], [3.97027, -1.61460, 1.46348], [3.39475, 2.21190, 3.37360], [4.57639, 2.49147, 3.49838], [2.55029, 2.14659, 4.45449], [2.82230, 1.87254, 2.18449], [2.93864, 2.56562, 5.27981], [1.58135, 1.88841, 4.41280], [3.44629, 1.83527, 1.40052], [1.86532, 1.54280, 2.16627], [1.97507, -4.18094, -1.62600], [1.46156, -3.43587, -1.30124], [1.48879, -4.49151, -2.39594], [0.17776, 1.00437, 2.89384], [-0.40195, 1.61305, 2.42371], [0.11758, 0.16338, 2.40177]],
  "nbo_charge": [1.396, -0.622, -0.076, -0.820, 0.195, 0.224, 0.218, 0.141, 0.138, -0.644, -0.047, -1.007, 0.195, 0.214, 0.234, 0.146, 0.135, -0.086, -0.082, -0.718, -0.740, 0.148, 0.156, 0.187, 0.152, 0.466, 0.497, -0.105, -0.105, -0.720, -0.706, 0.186, 0.175, 0.193, 0.179, 0.468, 0.451, -0.091, -0.090, -0.724, -0.721, 0.188, 0.173, 0.160, 0.170, 0.470, 0.466, 0.770, -0.648, -0.854, -0.861, 0.387, 0.412, 0.413, 0.379, 0.776, -0.666, -0.869, -0.881, 0.402, 0.407, 0.397, 0.409, -0.930, 0.458, 0.471, -0.977, 0.476, 0.510],
  "gap_ev": 6.5,
  "homo_ev": -9.633
}

=====

Number 1: M 418.500 g mol⁻¹. Number 2: M 633.058 g mol⁻¹.